ORCA calculation (ωB97M-V/def2-TZVPD) on C8H10BrLaN as an isolated structure.

Positions of all 21 atoms, in Å:
La: -0.0525 -0.0110 0.9673
Br: 1.0507 0.2197 3.6891
N: 1.2596 1.2956 0.4673
C: -1.0496 1.6010 0.0311
C: 0.1265 -2.3694 1.0638
C: 0.0084 -1.3260 -0.9862
C: 0.3453 1.8631 -0.4544
C: 0.9010 -1.9029 -0.0404
C: -1.2408 -2.0790 0.7969
C: -1.3149 -1.4227 -0.4648
C: 0.6919 2.4309 -1.6452
H: -2.2208 -1.0577 -0.9487
H: 0.5185 -2.8404 1.9670
H: 2.2462 1.4211 0.2301
H: 1.9872 -1.9600 -0.1348
H: 0.2920 -0.8233 -1.9134
H: -1.8251 1.6129 -0.7452
H: -2.0813 -2.2812 1.4633
H: 1.7423 2.5222 -1.9478
H: -1.3125 2.2344 0.8980
H: -0.0712 2.8723 -2.2924

Cartesian forces (eV/Å) of the 6 atoms listed first:
La -3.26 -0.42 15.24
Br 0.10 -0.12 0.87
N 8.03 6.97 -4.16
C -3.59 4.55 -3.70
C -0.51 -3.07 -1.08
C -0.13 -2.41 -1.76

Calculated values
- charge = -1
- HOMO (Ha) = -0.1160
- LUMO (eV) = 2.84
- HOMO-LUMO gap (eV) = 6.00
- multiplicity = 1


ORCA calculation (ωB97M-V/def2-TZVPD) on one molecule with the formula C8H10BrNO4P2.

Positions of all 26 atoms, in Å:
Br: 0.2721 3.0742 -1.5358
P: -1.6134 -1.8240 -0.1518
P: -1.2783 1.4403 1.3406
O: -2.3581 -1.8246 1.1250
O: 0.4193 -1.0297 -1.4811
O: -2.7892 1.0104 0.8295
O: 0.7137 0.2950 -3.3958
N: -1.0255 0.6365 2.8223
C: 2.2595 1.5530 1.1153
C: -0.0071 -0.9045 -0.0940
C: -0.1144 1.1961 -1.3131
C: 1.0350 -1.5944 0.6770
C: 1.9526 -2.1787 1.1718
C: 1.2412 1.0891 0.6954
C: 0.8245 0.2150 -2.0184
C: -0.0515 0.6517 0.1299
H: -1.2066 -3.1406 -0.4713
H: -2.2899 -1.2653 -1.2569
H: -1.0872 1.0354 -1.7843
H: -1.0079 -0.3804 2.7265
H: 1.8874 0.3604 -1.7823
H: -3.0714 1.7190 0.2407
H: 1.4684 -0.1620 -3.7776
H: 2.8278 -2.7587 1.3493
H: 3.1127 1.8816 1.6602
H: -0.1138 0.9049 3.1791

Cartesian forces (eV/Å) of the 6 atoms listed first:
Br 0.03 -0.33 -0.01
P -0.24 -0.22 1.38
P 0.17 1.87 0.48
O 0.00 0.06 0.08
O -0.33 -0.60 -0.66
O 0.67 -0.68 -0.06

Calculated values
- charge = 0
- HOMO (Ha) = -0.3171
- LUMO (eV) = 0.53
- HOMO-LUMO gap (eV) = 9.16
- multiplicity = 1


ORCA calculation (ωB97M-V/def2-TZVPD) on a 2-piece molecular cluster, C8H10Cl2N2O overall.

Positions of all 23 atoms, in Å:
Cl: 0.2100 0.2023 -4.3171
Cl: 1.2300 -2.3464 -3.4857
O: 1.2662 1.3710 0.5756
N: 0.2908 -1.4813 -0.2699
N: 0.6477 -2.8961 1.3591
C: 1.1174 0.8748 -0.7715
C: 0.9362 -1.7138 0.9763
C: -1.1523 1.4534 1.3700
C: 0.0280 -1.2428 -3.3153
C: 0.1969 2.2305 1.0126
C: -0.2176 -3.4462 0.4461
C: -0.4857 -2.5792 -0.5399
C: 0.5993 -0.4760 -1.0929
H: 0.5094 1.5869 -1.3074
H: -0.8297 -4.3317 0.8285
H: 1.8175 -1.2751 1.4206
H: 2.0259 0.8235 -1.3196
H: 0.1617 2.9101 0.2055
H: 0.6505 2.6776 1.8804
H: -0.8748 -2.6024 -1.5446
H: -1.8748 2.3771 1.6533
H: -1.5877 0.9904 0.4530
H: -1.0054 0.7591 2.1868

Cartesian forces (eV/Å) of the 6 atoms listed first:
Cl 0.46 -0.21 0.13
Cl 2.13 -1.28 -0.60
O 0.46 -1.40 -0.62
N 2.15 3.36 0.63
N 0.35 -0.51 0.92
C -1.07 -0.90 1.96

Calculated values
- charge = 0
- HOMO (Ha) = -0.2895
- LUMO (eV) = -0.67
- HOMO-LUMO gap (eV) = 7.21
- multiplicity = 1
- relative energy (zero: lowest compared OMol25 entry of this formula, charge and spin) (kcal/mol) = 144.9


ORCA calculation (ωB97M-V/def2-TZVPD) on a 2-piece molecular cluster, C8H10Cl2SSi overall.

Positions of all 22 atoms, in Å:
Cl: -5.7666 -2.2914 -1.1863
Cl: -5.3885 -0.8752 1.6056
S: -1.1149 -1.4071 -0.2448
Si: -4.4779 -2.0106 0.2807
C: 1.8534 1.9948 -0.5597
C: 2.2010 0.8860 0.2185
C: -0.1232 0.8748 -1.3590
C: 0.6840 2.0414 -1.3188
C: 1.3135 -1.1311 1.5069
C: 0.0669 -0.0718 -0.3356
C: -2.6501 -0.6322 -0.8048
C: 1.2115 -0.0711 0.4848
H: 2.5857 2.8752 -0.5353
H: -3.6140 -3.0885 0.7123
H: -2.6324 0.3635 -0.6227
H: 0.4216 -1.6365 1.7599
H: 1.8978 -2.0537 1.0160
H: 1.7756 -0.9268 2.5511
H: -0.8308 0.8172 -2.0776
H: -2.6744 -1.0136 -1.9027
H: 0.5694 2.8724 -2.0334
H: 3.2614 0.9248 0.6443

Cartesian forces (eV/Å) of the 6 atoms listed first:
Cl -0.81 -0.69 -0.98
Cl -0.48 0.52 1.31
S 0.04 0.15 0.74
Si 3.91 2.54 -2.01
C 1.22 1.18 0.15
C 0.52 0.91 0.59

Calculated values
- charge = 0
- HOMO (Ha) = -0.2809
- LUMO (eV) = 0.53
- HOMO-LUMO gap (eV) = 8.18
- multiplicity = 1
- relative energy (zero: lowest compared OMol25 entry of this formula, charge and spin) (kcal/mol) = 0.0


ORCA calculation (ωB97M-V/def2-TZVPD) on C8H10Cl3CuN4O4PS2 as an isolated structure.

Positions of all 33 atoms, in Å:
Cu: -0.8215 0.2049 0.2443
Cl: 0.2654 -5.0181 0.5084
Cl: 2.7148 -4.3041 1.8926
Cl: 0.1651 -3.9140 3.1863
S: 0.0342 1.7395 1.6220
S: -2.5471 0.5670 1.6339
P: 0.0114 0.4757 -2.4591
O: 0.0377 0.2487 -3.9472
O: 0.0303 -1.7041 1.3472
O: 1.7312 -2.3194 0.0244
O: -0.5351 -0.6114 -1.5663
N: 1.0028 1.6052 5.2583
N: -1.9434 1.7509 -3.6441
N: -3.0230 -0.2782 5.2734
N: 2.3794 -0.0555 -1.2384
C: -1.1188 1.9583 -2.4051
C: 0.0587 1.2775 4.6901
C: -1.1097 0.8685 3.9852
C: 0.8733 -2.4858 0.9965
C: -1.2177 1.0609 2.6480
C: 1.0152 -3.8820 1.6536
C: -2.1665 0.2396 4.7081
C: 1.6233 1.0522 -1.8268
H: -1.7565 2.0719 -1.5277
H: 3.0966 0.3021 -0.6169
H: -0.5359 2.8669 -2.5560
H: -2.2272 2.6179 -4.0890
H: -1.2601 1.1566 -4.2482
H: -2.7740 1.1954 -3.4502
H: 1.5765 -1.4431 -0.4470
H: 1.4363 1.7909 -1.0423
H: 2.1352 1.5610 -2.6501
H: 2.8488 -0.5959 -1.9579

Cartesian forces (eV/Å) of the 6 atoms listed first:
Cu -0.11 -0.51 0.17
Cl 0.00 -0.02 0.02
Cl -0.03 0.03 0.01
Cl 0.00 -0.02 -0.01
S -0.17 -0.10 0.11
S 0.24 0.06 0.10

Calculated values
- charge = 0
- HOMO (alpha / beta) (Ha) = -0.3065 / -0.3042
- LUMO (alpha / beta) (eV) = -0.84 / -1.95
- HOMO-LUMO gap (alpha / beta) (eV) = 7.50 / 6.33
- ⟨S²⟩ = 0.756
- multiplicity = 2
- relative energy (zero: lowest compared OMol25 entry of this formula, charge and spin) (kcal/mol) = 28.5


ORCA calculation (ωB97M-V/def2-TZVPD) on a 4-piece molecular cluster, C8H10Cl6O6 overall.

Positions of all 30 atoms, in Å:
Cl: -7.1123 -1.3798 23.8307
Cl: -10.8049 1.0381 25.9006
Cl: -6.5651 -3.9490 22.6730
Cl: -9.8358 -1.6109 25.6022
Cl: -5.5513 -3.3354 25.2034
Cl: -11.5674 -0.9823 27.9489
O: -7.0412 -4.9968 18.8544
O: -8.5715 -4.4246 17.1340
O: -6.6808 -3.1791 17.7545
O: -11.0760 -5.6309 21.5407
O: -9.7043 -5.0694 23.2730
O: -9.5633 -7.0500 22.2821
C: -6.9079 -3.1118 24.1813
C: -10.0437 -5.9857 22.3609
C: -5.6918 -3.1586 18.7582
C: -10.4965 -3.9061 22.9529
C: -7.5471 -4.2171 17.8471
C: -11.1254 -0.6874 26.2475
C: -11.1492 -4.2008 21.6683
C: -5.7280 -4.5911 19.2404
H: -10.6603 -3.6256 20.8820
H: -11.1919 -3.5305 23.7034
H: -12.0024 -0.9225 25.6443
H: -7.8311 -3.4497 24.6521
H: -4.6780 -2.9807 18.3996
H: -5.6495 -4.6422 20.3263
H: -12.2091 -3.9571 21.7415
H: -4.7714 -5.0108 18.9293
H: -9.7299 -3.1327 22.9040
H: -5.9532 -2.4404 19.5353

Cartesian forces (eV/Å) of the 6 atoms listed first:
Cl -0.07 0.09 -0.08
Cl -0.10 -0.15 0.43
Cl -0.53 -0.32 -0.30
Cl 0.79 -0.78 0.23
Cl 0.66 -0.19 1.12
Cl 0.49 0.06 -0.58

Calculated values
- charge = 0
- HOMO (Ha) = -0.4044
- LUMO (eV) = 0.14
- HOMO-LUMO gap (eV) = 11.14
- multiplicity = 1
- relative energy (zero: lowest compared OMol25 entry of this formula, charge and spin) (kcal/mol) = 42.1


ORCA calculation (ωB97M-V/def2-TZVPD) on one molecule with the formula C8H10ClF3.

Positions of all 22 atoms, in Å:
Cl: 0.6434 1.4708 2.6481
F: -0.7734 -1.4483 3.3589
F: -1.1966 0.3973 4.5262
F: -2.7413 -0.5230 3.2392
C: -1.4128 -0.2422 3.3559
C: 0.8063 -1.4833 -2.6830
C: -0.4283 0.0529 -1.1551
C: -0.6949 1.1767 -0.1781
C: 2.1089 0.3408 -1.2915
C: 0.7744 -0.3441 -1.6899
C: -1.4055 0.5995 1.0103
C: -0.8466 0.6346 2.2975
H: 2.4021 0.0093 -0.2892
H: 1.4108 -2.3324 -2.3360
H: -1.3345 1.9558 -0.5835
H: -0.2055 -1.8545 -2.8923
H: 1.2936 -1.0779 -3.5746
H: 0.2539 1.6439 0.1153
H: -1.3036 -0.4957 -1.4863
H: -2.2675 0.0020 0.8422
H: 1.9566 1.4322 -1.2610
H: 2.9605 0.0859 -1.9732

Cartesian forces (eV/Å) of the 6 atoms listed first:
Cl -0.60 -0.43 0.05
F -0.39 0.72 0.44
F -0.49 -0.98 0.23
F 1.11 0.45 0.00
C 0.22 0.05 0.56
C 0.19 0.36 0.34

Calculated values
- charge = 0
- HOMO (Ha) = -0.3347
- LUMO (eV) = 0.67
- HOMO-LUMO gap (eV) = 9.78
- multiplicity = 1


ORCA calculation (ωB97M-V/def2-TZVPD) on one molecule with the formula C8H10ClN3O.

Positions of all 23 atoms, in Å:
Cl: 4.2895 -1.5991 0.1951
O: -3.1603 -0.7369 -0.0957
N: -0.3717 -0.1251 0.1374
N: 1.2047 1.5658 -0.1025
N: 1.8762 -0.7115 -0.0396
C: 3.1290 -0.3281 -0.0341
C: -0.8344 -1.5018 0.1256
C: 2.5230 1.9138 -0.1865
C: -2.6666 0.3598 0.6450
C: 0.9467 0.2630 -0.0270
C: 3.5483 0.9997 -0.1449
C: -1.3774 0.9099 0.0410
C: -2.1835 -1.5767 -0.5809
H: -3.4397 1.1455 0.6789
H: 2.6829 2.9779 -0.2592
H: -0.1529 -2.0801 -0.4615
H: -1.0730 1.8415 0.5840
H: -2.4988 0.1071 1.7477
H: -1.5764 1.1205 -1.0269
H: 4.6287 1.2706 -0.1371
H: -2.6206 -2.5695 -0.5778
H: -0.9323 -1.8693 1.1946
H: -1.9416 -1.3770 -1.6759

Cartesian forces (eV/Å) of the 6 atoms listed first:
Cl 0.12 0.13 -0.19
O -0.86 0.98 0.73
N 1.32 0.98 -0.29
N 1.35 0.52 -0.25
N 0.23 -0.10 0.28
C -0.46 -0.09 0.01

Calculated values
- charge = 0
- HOMO (Ha) = -0.3153
- LUMO (eV) = 0.61
- HOMO-LUMO gap (eV) = 9.19
- multiplicity = 1
- relative energy (zero: lowest compared OMol25 entry of this formula, charge and spin) (kcal/mol) = 0.0


multiplicity of number 8 (C8H10ClN3O)?
1


multiplicity of number 1 (C8H10BrLaN)?
1